# 1
{"formula": "C3H7O", "method": "ωB97M-V/def2-TZVPD", "homo_lumo_gap_ev": 6.248, "charge": -1, "lumo_ev": 4.93, "e_homo_ev": -1.32, "species": ["H", "H", "O", "C", "H", "H", "C", "H", "H", "H", "C"], "positions_angstrom": [[-1.22307, -0.15358, 1.24287], [0.24978, -1.98212, 1.34690], [0.38520, 2.23893, -0.32046], [-1.17660, -0.24478, 0.21032], [-0.43707, 1.60764, -0.05368], [1.70011, -2.00273, 0.22710], [0.78417, -1.64983, 0.49511], [1.04581, 1.67238, -0.59311], [-2.11261, -0.03522, -0.27032], [0.40989, -0.12657, -1.19330], [-0.05997, -0.92060, -0.39589]]}

# 2
{"formula": "C3H7O", "method": "ωB97M-V/def2-TZVPD", "homo_lumo_gap_ev": 7.704, "charge": 1, "lumo_ev": -8.23, "e_homo_ev": -15.94, "species": ["O", "H", "H", "H", "H", "H", "H", "C", "H", "C", "C"], "positions_angstrom": [[-0.56186, 0.34383, -0.51658], [0.82830, -2.14736, 0.71311], [-0.88292, 1.50541, 1.23144], [-0.83930, -2.26262, 0.16164], [0.81915, 1.53781, -1.46524], [1.50717, 0.71025, 0.06759], [0.47245, -1.72186, -1.01014], [0.15482, -1.96742, -0.06810], [-1.34089, 2.30147, -0.14537], [0.64037, 1.11342, -0.51672], [-0.63905, 1.56265, 0.21050]]}

# 3
{"formula": "C3H7O2", "method": "ωB97M-V/def2-TZVPD", "homo_lumo_gap_ev": 6.555, "charge": -1, "lumo_ev": 4.08, "e_homo_ev": -2.47, "species": ["O", "H", "H", "C", "H", "C", "O", "H", "C", "H", "H", "H"], "positions_angstrom": [[-3.25111, -1.48712, -0.17317], [-1.30760, -1.82646, -0.54890], [-1.69383, -0.64504, 0.82114], [-2.07635, -1.30833, 0.04588], [0.66061, 3.51473, 0.19350], [0.13401, 1.41458, -0.03024], [0.23657, 0.17553, 0.27905], [-0.59855, 1.62191, -0.85078], [0.88858, 2.46986, 0.36157], [2.72912, -2.79258, -0.43557], [2.47217, -3.45912, -0.59459], [1.80637, 2.32204, 0.93210]]}

# 4
{"formula": "C3H7O2P", "method": "ωB97M-V/def2-TZVPD", "homo_lumo_gap_ev": 9.974, "smiles": "C[C@H]1O[C@@H]1PO", "lumo_ev": 0.75, "e_homo_ev": -9.23, "species": ["H", "H", "C", "O", "P", "H", "C", "O", "H", "H", "C", "H", "H"], "positions_angstrom": [[2.83722, -0.73327, -0.65372], [-1.70955, 0.48339, -1.58936], [0.76035, -0.82605, 0.03516], [-2.80344, 0.89156, 0.36803], [-2.03504, -0.30163, -0.43123], [1.87738, 0.76890, -0.50792], [-0.47583, 0.10181, 0.27915], [0.11508, -0.76716, 1.26137], [2.60342, 0.10797, 0.94395], [-3.76230, 1.00756, 0.35990], [2.14399, -0.15094, -0.02344], [0.71837, -1.66560, -0.55648], [-0.26964, 1.08346, 0.51458]]}

# 5
{"formula": "C3H7O2P", "method": "ωB97M-V/def2-TZVPD", "homo_lumo_gap_ev": [6.911, 8.833], "lumo_ev": [-0.64, -0.10], "e_homo_ev": [-7.55, -8.94], "species": ["H", "H", "O", "O", "H", "C", "C", "C", "H", "H", "H", "H", "P"], "positions_angstrom": [[-0.43039, -2.43393, 0.95558], [-0.99179, 0.09623, -1.84459], [1.64025, 2.21681, 1.44861], [0.70307, -0.52462, 0.69940], [-1.22977, 1.72594, -0.68716], [-1.01932, 0.60552, -0.87375], [-0.18036, -1.53600, 0.27874], [-0.70208, -0.12172, 0.30582], [-1.15178, -0.00070, 1.23280], [1.81700, 1.32471, 1.70344], [0.22813, -1.94028, -0.67737], [2.73774, 1.40507, -0.57096], [1.89570, 2.40206, -0.14152]]}

# 6
{"formula": "C3H7O2P", "method": "ωB97M-V/def2-TZVPD", "homo_lumo_gap_ev": 7.571, "smiles": "C=C[PH2]=C(O)O", "lumo_ev": 0.57, "e_homo_ev": -7.00, "species": ["C", "H", "C", "P", "H", "O", "H", "H", "H", "O", "C", "H", "H"], "positions_angstrom": [[-0.36707, 2.01796, -0.00619], [0.78007, -2.13087, -1.52357], [-1.10791, 1.03346, 0.56430], [-0.87998, -0.62547, 0.03107], [0.14110, 1.82147, -1.00511], [1.81990, -0.57525, 0.86818], [-0.19856, 2.91189, 0.58012], [-1.80226, 1.20860, 1.47089], [2.42725, -1.38914, 0.98090], [1.31756, -1.97865, -0.73517], [0.98979, -0.75805, -0.13399], [-2.23721, -1.14834, 0.17873], [-0.88268, -0.38761, -1.27015]]}

# 7
{"formula": "C3H7O2Pm", "method": "ωB97M-V/def2-TZVPD", "s_squared": 8.757, "homo_lumo_gap_ev": [6.214, 6.259], "charge": 1, "multiplicity": 6, "lumo_ev": [-4.47, -4.44], "e_homo_ev": [-10.68, -10.70], "species": ["H", "O", "H", "H", "H", "H", "C", "O", "H", "Pm", "C", "H", "C"], "positions_angstrom": [[1.45394, -1.93810, -1.26659], [0.77623, -0.44058, 0.01028], [-1.87711, 1.75974, 0.96412], [0.86938, 1.03855, -1.43909], [2.52905, -0.50430, -1.09508], [-1.82175, 0.56495, -1.42975], [1.84034, -1.18043, -0.56891], [-2.06171, 0.98057, 1.93775], [2.36140, -1.68535, 0.25136], [-1.35180, -1.28373, 1.33538], [0.14739, 0.49187, -0.81955], [-1.72961, 1.42647, 2.72127], [-1.13576, 0.77033, -0.60120]]}

# 8
{"formula": "C3H7O2S", "method": "ωB97M-V/def2-TZVPD", "homo_lumo_gap_ev": 6.922, "charge": -1, "lumo_ev": 3.99, "e_homo_ev": -2.93, "species": ["H", "C", "S", "C", "H", "H", "H", "H", "H", "H", "O", "C", "O"], "positions_angstrom": [[2.24413, -0.16527, 0.86994], [1.25034, -0.40869, 0.49728], [-0.00827, -0.48519, -2.06801], [0.85944, 0.45948, -0.72763], [-2.49421, -0.31669, -1.08729], [1.78966, 0.81884, -1.16653], [1.35010, -1.44663, 0.14225], [-0.80259, -0.58888, 0.92317], [-2.25299, 1.17152, -0.67235], [0.31523, 1.38970, -0.46433], [-2.73032, 0.38378, -0.46480], [0.11704, -0.42110, 1.51583], [0.36244, -0.39087, 2.70246]]}

# 9
{"formula": "C3H7O2S2", "method": "ωB97M-V/def2-TZVPD", "homo_lumo_gap_ev": 7.762, "charge": -1, "lumo_ev": 3.32, "e_homo_ev": -4.44, "species": ["S", "H", "H", "C", "H", "S", "O", "H", "H", "C", "H", "C", "H", "O"], "positions_angstrom": [[0.85812, -1.35949, -1.55066], [-1.76981, 2.74186, 0.86007], [-0.76100, -1.45358, 1.97126], [-1.00099, 2.02992, 0.31425], [1.01032, 0.63143, -0.22057], [0.77448, -2.35634, 0.28303], [-0.59421, 1.08391, 1.11069], [1.44807, 1.00646, -1.89940], [-1.63527, -2.43760, 0.80156], [-0.83113, -1.71131, 0.88014], [2.62125, 0.12888, -0.84902], [1.56280, 0.24273, -1.09765], [-1.02254, -0.75203, 0.26138], [-0.66009, 2.20515, -0.86507]]}

# 10
{"formula": "C3H7O2S2", "method": "ωB97M-V/def2-TZVPD", "homo_lumo_gap_ev": [5.534, 5.534], "charge": -1, "lumo_ev": [3.47, 3.47], "e_homo_ev": [-2.06, -2.06], "species": ["O", "H", "H", "C", "S", "H", "H", "S", "H", "H", "C", "H", "C", "O"], "positions_angstrom": [[-1.20375, -2.41821, 1.01176], [1.01539, 0.94923, -1.75918], [0.07516, 1.93492, 1.75978], [-0.37310, 0.66190, -0.07648], [0.43945, -2.16562, 0.98822], [-0.66134, 0.18850, -2.20548], [0.54085, 2.53682, 0.33684], [-1.96573, 0.35059, 0.33870], [1.58083, 1.13757, 0.91883], [-1.84810, -1.72530, 0.90882], [0.50022, 1.50604, 0.84352], [0.77317, -0.79595, -1.33466], [0.14954, 0.22687, -1.37237], [0.97742, -2.38737, -0.35830]]}